[1]
{"formula": "C2H2N2O2S2", "method": "wB97M-V/def2-TZVPD", "elements": ["C", "C", "H", "H", "N", "N", "O", "O", "S", "S"], "xyz": [[-1.14086, 0.89594, 0.19601], [-0.51851, -0.39132, 0.47162], [1.02189, -2.03731, 0.17104], [1.47127, 1.36670, -0.64187], [0.72052, -0.28385, -0.02349], [0.75960, 0.70783, -1.03669], [1.57896, -1.29475, -0.21015], [-0.33201, 1.55128, -0.68726], [-2.56281, 1.32291, 0.70601], [-0.99804, -1.83742, 1.05477]], "atomic_forces_ev_per_a": [[0.3, -0.4, -0.8], [1.5, -1.5, 0.0], [0.3, -0.1, -0.2], [0.2, -0.8, -1.2], [-0.7, 1.3, -0.2], [1.8, 1.6, 1.1], [-0.5, -0.7, 0.2], [-1.2, -0.2, 0.3], [-1.2, 0.9, 0.4], [-0.5, -0.1, 0.5]], "molar_mass_g_mol": 150.18, "homo_lumo_gap_ha": 0.2940, "max_force_ha_per_bohr": 0.0515, "smiles": "On1[nH]oc(=S)c1=S"}

=====

[2]
{"formula": "C2H2N2O2S2", "method": "wB97M-V/def2-TZVPD", "elements": ["C", "C", "N", "N", "O", "O", "S", "S", "H", "H"], "xyz": [[-1.14934, 0.04483, 0.92985], [-1.71289, -1.17121, 0.80618], [-1.50880, 1.17985, 1.52552], [0.25707, -0.80496, -1.20765], [-0.34157, -0.28972, -2.31986], [-2.02509, -2.12336, 0.21494], [0.45859, 0.03518, 0.27896], [-2.82896, 1.30760, 2.28846], [0.19110, 0.56294, -2.60892], [0.84562, -1.58563, -1.42100]], "atomic_forces_ev_per_a": [[0.7, 0.1, 0.6], [-1.3, -1.5, -2.1], [1.0, 0.1, -1.0], [0.2, 0.1, 2.0], [1.0, 3.2, -1.3], [0.3, 1.1, 1.7], [1.2, -0.8, -2.2], [-2.1, 0.2, 1.5], [-1.4, -2.4, 0.7], [0.4, -0.1, 0.2]], "molar_mass_g_mol": 150.18, "homo_lumo_gap_ha": 0.2564, "max_force_ha_per_bohr": 0.0701, "smiles": "O=C=C(N=S)SNO"}

=====

[3]
{"formula": "C2H2N2O2S2", "method": "wB97M-V/def2-TZVPD", "elements": ["C", "C", "N", "N", "O", "O", "S", "S", "H", "H"], "xyz": [[0.65536, 0.42271, -0.91282], [1.11974, 1.18026, 0.28898], [1.69208, -0.24160, -1.33628], [-2.68960, -0.54848, -0.51118], [0.59393, 2.08378, 0.88316], [2.39787, 0.65122, 0.64298], [-1.64331, 0.36841, 0.09077], [3.08002, -0.43913, -0.25767], [1.85108, -0.72975, -2.25244], [-3.55865, -0.11938, -0.70335]], "atomic_forces_ev_per_a": [[0.7, 0.5, -1.2], [-0.4, 0.2, 0.6], [0.1, -1.4, -1.4], [0.4, -2.0, 0.1], [1.3, -1.4, -0.7], [-0.4, 2.0, 2.4], [0.7, 0.7, 0.4], [-0.2, -0.2, -1.0], [-1.1, 0.7, 1.3], [-1.1, 1.0, -0.6]], "molar_mass_g_mol": 150.18, "homo_lumo_gap_ha": 0.2508, "max_force_ha_per_bohr": 0.0606}

=====

[4]
{"formula": "C2H2N2O2S2", "method": "wB97M-V/def2-TZVPD", "elements": ["C", "C", "H", "H", "N", "N", "O", "O", "S", "S"], "xyz": [[-0.19660, 0.09092, -1.26355], [0.38420, -0.02006, 1.63494], [-2.13961, -0.34715, -0.50252], [1.66280, 0.54419, -1.27464], [-1.19480, -0.39056, -0.34139], [0.96477, 0.09334, -0.60055], [-0.32072, 0.35587, -2.42188], [0.92747, 0.75131, 0.67741], [-0.63190, -1.36073, 0.94970], [0.54440, 0.28287, 3.14248]], "atomic_forces_ev_per_a": [[-3.7, -1.3, 1.1], [-1.1, -1.4, -2.2], [-2.4, 0.2, -0.6], [-0.8, -0.5, 2.0], [3.6, -0.1, -0.8], [3.5, 1.3, -0.9], [-0.3, 0.2, -0.6], [0.4, -0.2, -1.0], [0.2, 1.2, 0.1], [0.5, 0.6, 2.8]], "molar_mass_g_mol": 150.18, "homo_lumo_gap_ha": 0.3252, "max_force_ha_per_bohr": 0.0787, "smiles": "O=C1NOC(=S)SN1"}

=====

[5]
{"formula": "C2H2N2O3", "method": "wB97M-V/def2-TZVPD", "elements": ["C", "C", "N", "N", "O", "O", "O", "H", "H"], "xyz": [[-0.28215, 0.96254, 0.04220], [1.08091, 0.38430, -0.09018], [0.15021, -1.70022, 0.34102], [-1.39760, 0.44268, -0.09977], [-2.58167, 0.43595, -0.09958], [2.13384, 1.00556, -0.06914], [1.18076, -0.93090, -0.17760], [-0.30257, 1.99506, 0.40640], [0.01827, -2.59499, -0.25335]], "atomic_forces_ev_per_a": [[1.0, 2.8, 1.0], [1.7, 1.5, 0.8], [-0.7, -0.3, -0.4], [0.0, -2.9, -0.9], [-0.5, 0.6, 0.2], [-2.4, -0.4, -0.2], [-0.5, -3.2, -0.8], [0.4, 0.1, -0.2], [1.1, 1.8, 0.5]], "molar_mass_g_mol": 102.05, "homo_lumo_gap_ha": [0.3082, 0.3644], "max_force_ha_per_bohr": 0.0653}

=====

[6]
{"formula": "C2H2N2O3", "method": "wB97M-V/def2-TZVPD", "elements": ["C", "C", "H", "H", "N", "N", "O", "O", "O"], "xyz": [[-0.77816, 0.63736, -0.03661], [-0.97432, -0.81643, -0.09162], [1.16311, 1.79315, -0.00838], [2.05562, -0.56466, 0.54563], [0.56502, 0.84222, -0.03007], [1.23446, -0.26680, -0.25875], [-1.79030, 1.34042, -0.05420], [0.34428, -1.39707, 0.00504], [-1.81971, -1.56820, -0.07103]], "atomic_forces_ev_per_a": [[-2.4, 1.9, -0.4], [5.9, -0.6, 0.8], [-2.3, -3.0, -0.3], [-2.8, 1.8, -2.4], [-0.9, 5.5, 1.4], [5.8, -6.0, 1.6], [2.1, 0.1, 0.2], [-0.3, 2.7, -0.9], [-5.1, -2.4, -0.2]], "molar_mass_g_mol": 102.05, "homo_lumo_gap_ha": 0.3484, "max_force_ha_per_bohr": 0.1652, "smiles": "O=c1[nH][nH]oc1=O"}

=====

[7]
{"formula": "C2H2N2O3", "method": "wB97M-V/def2-TZVPD", "elements": ["C", "C", "H", "H", "N", "N", "O", "O", "O"], "xyz": [[1.01800, -0.09917, 0.04031], [-1.08092, 0.03826, -0.08302], [2.62385, 0.13538, 0.32538], [-2.71135, -1.07354, 0.57222], [0.79082, 1.16845, 0.01740], [-0.63297, 1.25350, 0.01599], [2.20444, -0.65215, -0.09072], [-2.27509, -0.44561, -0.08199], [-0.00935, -0.85848, 0.06333]], "atomic_forces_ev_per_a": [[0.3, 1.4, -0.9], [2.6, 0.8, 2.5], [1.6, -0.8, -0.6], [1.8, 1.3, -0.8], [-1.3, -0.1, 0.1], [-0.3, -0.7, -0.6], [0.6, 1.0, 1.4], [-2.7, -0.9, -0.3], [-2.6, -2.0, -0.9]], "molar_mass_g_mol": 102.05, "homo_lumo_gap_ha": 0.3573, "max_force_ha_per_bohr": 0.0719, "smiles": "Oc1nnc(O)o1"}

=====

[8]
{"formula": "C2H2N2O3", "method": "wB97M-V/def2-TZVPD", "elements": ["C", "C", "H", "H", "N", "N", "O", "O", "O"], "xyz": [[0.25203, 1.06407, -0.11560], [-0.42760, -1.61212, 0.26780], [2.00027, 0.10689, -0.74242], [-0.69797, -2.63026, 0.28435], [1.01547, -0.00310, -0.55458], [-1.26128, -0.80968, 0.71327], [0.44693, 2.22900, -0.21006], [0.70082, -1.39395, -0.47519], [-0.96376, 0.60260, 0.48949]], "atomic_forces_ev_per_a": [[-2.0, -2.7, 0.8], [1.1, 0.0, -1.5], [-0.2, 0.0, 0.0], [0.1, -1.2, 0.3], [0.5, 0.8, -0.3], [-0.1, 2.3, 0.3], [0.5, -0.4, -0.1], [-0.7, 0.9, 0.8], [0.7, 0.2, -0.3]], "molar_mass_g_mol": 102.05, "homo_lumo_gap_ha": 0.3924, "max_force_ha_per_bohr": 0.0668, "smiles": "O=C1NOC=NO1"}

=====

Please write out number 6 again, unchanged.
{"formula": "C2H2N2O3", "method": "wB97M-V/def2-TZVPD", "elements": ["C", "C", "H", "H", "N", "N", "O", "O", "O"], "xyz": [[-0.77816, 0.63736, -0.03661], [-0.97432, -0.81643, -0.09162], [1.16311, 1.79315, -0.00838], [2.05562, -0.56466, 0.54563], [0.56502, 0.84222, -0.03007], [1.23446, -0.26680, -0.25875], [-1.79030, 1.34042, -0.05420], [0.34428, -1.39707, 0.00504], [-1.81971, -1.56820, -0.07103]], "atomic_forces_ev_per_a": [[-2.4, 1.9, -0.4], [5.9, -0.6, 0.8], [-2.3, -3.0, -0.3], [-2.8, 1.8, -2.4], [-0.9, 5.5, 1.4], [5.8, -6.0, 1.6], [2.1, 0.1, 0.2], [-0.3, 2.7, -0.9], [-5.1, -2.4, -0.2]], "molar_mass_g_mol": 102.05, "homo_lumo_gap_ha": 0.3484, "max_force_ha_per_bohr": 0.1652, "smiles": "O=c1[nH][nH]oc1=O"}